# 1
This record from the Open Molecules 2025 dataset describes C42H54Br2F4N4OPTi as an isolated structure. The level of theory is wB97M-V/def2-TZVPD.

Last column: Löwdin charge in e.
Atoms and positions in Å:
C: -3.648 0.512 -1.762  -0.13
F: 3.008 4.330 -1.494  0.10
C: 0.574 -1.555 -0.434  -0.24
H: -2.899 1.947 2.699  0.14
H: 4.053 0.552 -0.881  0.10
H: -4.221 0.806 -0.890  0.11
H: 1.162 3.270 4.499  0.15
C: 1.273 -4.980 -4.177  -0.04
H: 4.230 -0.219 5.120  0.14
C: 2.395 0.861 4.867  -0.13
C: 3.473 -0.867 3.266  -0.16
H: 3.998 -3.333 -1.661  0.09
H: 1.688 -4.153 -4.756  0.09
C: 1.572 -2.519 3.037  -0.12
C: 0.632 2.374 4.170  -0.14
C: 4.014 -2.535 -0.920  -0.02
C: -2.232 1.084 2.753  -0.18
H: 2.024 -5.335 -3.467  0.10
C: -2.327 0.476 4.147  -0.12
C: -1.657 0.641 -3.108  -0.09
C: -3.465 -0.805 -3.764  -0.06
C: -0.633 -5.849 -2.823  -0.03
H: -0.613 -3.135 -4.990  0.09
H: 2.561 -1.497 1.598  0.09
C: -0.407 2.739 3.123  -0.18
H: 4.516 -0.622 -2.767  0.10
H: 3.708 -2.974 0.037  0.09
C: -0.439 3.169 -1.749  -0.31
H: 0.871 -1.792 4.951  0.12
H: 2.199 -3.161 -2.879  0.10
H: -1.099 -1.612 2.825  0.03
Br: -2.080 -1.937 0.631  0.96
C: -2.395 1.074 -2.008  -0.38
H: -0.108 -3.075 4.260  0.16
C: -0.872 -3.171 -1.563  -0.05
C: 3.425 -0.176 -0.371  -0.06
H: 2.297 -3.185 3.508  0.15
C: -0.033 -4.596 -3.480  -0.55
C: -3.266 5.689 0.625  -0.06
C: -2.451 4.612 0.316  -0.12
C: 1.383 -2.869 -2.239  0.04
H: -5.200 6.578 0.352  0.12
C: 0.123 4.611 -3.633  -0.11
H: 3.024 1.689 5.195  0.14
C: -4.558 5.741 0.114  -0.05
H: -0.700 -6.648 -3.560  0.10
C: 0.858 3.375 -1.294  -0.49
C: -5.011 4.732 -0.721  -0.04
H: 1.077 -5.793 -4.874  0.10
C: -2.904 3.587 -0.521  -0.37
H: -0.521 -0.064 5.242  0.11
H: -1.640 -5.675 -2.442  0.08
O: 0.607 -0.644 0.609  -0.27
H: 4.159 -1.717 3.275  0.15
H: 3.944 -0.076 2.680  0.13
C: 1.779 4.163 -1.963  -0.26
P: -1.698 2.232 -0.796  1.13
C: 0.468 -2.180 4.018  -0.13
H: -0.005 -6.202 -2.002  0.10
C: -1.013 -4.039 -4.526  -0.02
H: -1.840 -3.648 -1.634  0.12
H: 2.287 1.857 3.094  0.11
H: -0.004 3.461 2.420  0.07
H: 1.148 -3.040 2.175  0.14
F: 2.277 5.522 -3.799  0.19
H: -1.700 -1.344 5.105  0.15
H: -1.981 -3.802 -4.083  0.08
C: 3.247 -0.408 4.690  -0.13
H: -6.006 4.785 -1.141  0.12
Br: 1.531 2.647 0.350  0.98
H: -3.893 -1.510 -4.464  0.12
H: 1.670 0.692 5.662  0.12
C: -4.184 -0.416 -2.642  -0.06
Ti: 0.645 0.122 2.127  1.09
C: 1.644 -1.871 -1.291  -0.06
C: -2.198 -0.284 -3.989  -0.06
H: 2.537 0.354 -0.050  -0.03
H: -3.300 -0.013 4.201  0.14
H: -2.354 1.267 4.899  0.13
H: 2.878 0.000 -3.003  0.10
H: 5.045 -2.191 -0.829  0.10
H: -1.429 4.599 0.688  0.09
N: 2.234 -1.276 2.539  -0.11
H: 2.834 -1.226 5.279  0.11
H: -4.550 2.905 -1.730  0.10
C: -0.777 3.822 -2.932  -0.21
H: -1.259 3.213 3.612  0.15
H: -5.167 -0.828 -2.457  0.12
N: -0.862 1.533 2.368  -0.19
H: 0.147 1.951 5.048  0.11
H: -0.981 1.801 1.354  -0.01
C: 3.103 -1.355 -1.312  -0.50
C: -4.189 3.658 -1.043  -0.07
C: 0.177 -3.524 -2.420  -0.12
H: -2.894 6.492 1.248  0.11
C: -1.234 -0.522 4.559  -0.14
C: 1.411 4.782 -3.148  -0.12
H: -0.668 1.040 -3.300  0.11
C: -0.653 -2.233 -0.595  -0.52
F: -0.243 5.204 -4.747  0.19
N: -0.434 -1.130 3.445  -0.12
H: -2.563 0.384 1.989  0.06
H: 4.002 -0.504 0.497  0.07
H: 3.288 -1.641 -3.496  0.08
H: -1.171 -4.781 -5.309  0.10
H: -1.636 -0.583 -4.863  0.11
C: 3.458 -0.885 -2.735  -0.02
F: -2.007 3.723 -3.414  0.14
N: 1.612 1.345 3.672  -0.12

Summary:
Energy relative to the best compared isomer or geometry (same formula, charge and spin) (eV): 0.752
Charge: +3
2S+1: 1

***

# 2
This record from the Open Molecules 2025 dataset describes C42H54IrN3O4SSe as an isolated structure. The level of theory is wB97M-V/def2-TZVPD.

Last column: Löwdin charge in e.
Atoms and positions in Å:
C: -0.651 4.105 1.800  0.05
C: 4.084 -2.126 -2.568  0.04
C: -0.037 -7.026 -0.152  -0.05
C: -2.124 -5.101 -0.104  0.05
C: 1.973 4.985 2.545  -0.05
H: 1.550 2.850 4.160  0.10
O: 0.543 -1.646 -1.899  -0.20
C: 0.589 4.841 -3.110  -0.09
N: 1.571 3.772 -3.027  -0.16
H: -3.248 2.283 0.612  0.12
H: -4.413 -6.802 0.217  0.09
H: 0.238 4.947 -4.142  0.13
C: -0.626 -3.207 0.279  -0.39
H: 1.864 -6.161 1.598  0.09
C: -2.600 6.209 2.079  -0.05
H: 3.158 4.740 -3.942  0.10
H: -4.102 4.158 -0.262  0.08
H: 0.264 -5.950 2.322  0.09
H: 7.345 0.014 1.701  0.11
H: -4.948 5.037 2.612  0.09
S: 1.931 1.299 -2.119  0.85
Se: -1.647 -0.358 -0.025  1.11
C: -3.084 4.859 1.539  -0.55
Ir: 0.817 -0.482 -0.240  1.19
O: 0.471 -2.724 0.644  -0.09
H: -6.105 -4.576 -2.136  0.09
C: -4.615 -4.790 -0.594  -0.56
C: 1.541 -2.179 -2.492  -0.61
H: 0.945 -4.989 -1.826  0.09
H: -0.570 4.974 -1.240  0.11
H: -3.814 -2.181 -0.415  0.10
C: -3.005 -2.881 -0.259  -0.10
C: -5.549 -4.369 0.554  -0.04
H: -0.426 5.083 2.181  0.09
H: -0.714 -7.442 0.591  0.09
H: -1.807 6.628 1.461  0.09
C: 5.274 -1.770 -1.996  0.03
C: -5.118 -4.180 -1.913  -0.04
N: -0.117 3.016 -1.840  0.06
H: 1.387 5.209 3.433  0.09
H: -2.277 -6.161 -0.173  0.09
H: -5.690 -6.607 -0.974  0.09
N: 2.879 -1.203 -0.726  0.01
O: 0.969 0.942 1.104  -0.26
C: 1.388 -5.106 -0.840  -0.03
H: -0.629 2.418 -1.205  0.10
C: 5.197 0.012 1.807  -0.05
H: 5.183 0.448 2.794  0.11
H: 4.006 -2.621 -3.523  0.13
C: 4.021 -0.306 1.182  -0.01
H: -4.015 -6.674 -1.508  0.09
C: 1.095 2.734 -2.331  -0.74
H: -4.447 -4.437 -2.729  0.09
C: 2.714 3.747 -3.895  -0.04
H: 0.861 -7.639 -0.152  0.09
C: 0.381 3.188 1.717  -0.06
H: 1.227 -4.535 1.870  0.07
H: 3.768 3.524 1.198  0.10
C: 2.187 2.628 3.307  -0.02
H: 3.017 5.170 2.788  0.09
H: 3.067 -0.143 1.664  0.09
C: 6.476 -0.806 -0.056  -0.02
C: -4.146 4.313 2.506  -0.03
H: -5.192 -3.098 -1.859  0.07
C: 2.747 3.264 0.932  -0.03
H: -0.488 -7.102 -1.139  0.09
C: 5.285 -1.151 -0.730  -0.13
H: 1.808 -4.152 -0.534  0.07
H: 2.427 3.433 -4.902  0.11
H: 1.694 5.668 1.745  0.09
H: 2.733 2.219 0.638  0.04
C: 4.034 -0.884 -0.100  -0.20
C: -0.848 -4.643 0.140  -0.06
H: -6.553 -4.732 0.347  0.09
H: -2.246 6.114 3.103  0.09
H: 3.445 3.043 -3.502  0.07
C: 0.343 -5.579 0.184  -0.53
C: -0.525 4.372 -2.155  -0.11
C: 1.807 3.523 2.120  -0.52
H: -5.590 -3.290 0.666  0.08
H: -5.213 -4.802 1.494  0.09
H: 2.067 1.580 3.053  0.07
C: -2.250 2.562 0.922  -0.06
H: 7.420 -1.013 -0.535  0.12
H: 2.455 3.866 0.075  0.08
C: -1.968 3.840 1.425  -0.13
C: 6.431 -0.236 1.185  -0.06
O: 1.485 -2.929 -3.440  0.10
C: -1.765 -2.379 -0.008  -0.35
C: -3.717 5.083 0.156  -0.03
C: 0.963 -5.550 1.590  -0.03
H: -2.990 5.501 -0.537  0.08
H: -4.570 3.380 2.146  0.08
H: 2.195 -5.829 -0.909  0.09
H: 1.042 5.788 -2.802  0.13
C: 0.082 1.882 1.219  -0.37
H: -1.510 4.373 -2.630  0.13
C: -1.245 1.646 0.801  -0.29
C: -4.673 -6.315 -0.720  -0.06
H: -3.429 6.913 2.076  0.09
C: -3.228 -4.270 -0.305  -0.15
H: -3.707 4.136 3.486  0.10
C: 2.899 -1.811 -1.888  -0.21
H: 6.209 -1.965 -2.501  0.13
H: 3.221 2.804 3.594  0.09
H: -4.544 5.782 0.246  0.09

Summary:
E (eV): -136104.8416
Charge: +1
2S+1: 2

***

# 3
This record from the Open Molecules 2025 dataset describes C42H54NO3PSi2 as an isolated structure. The level of theory is wB97M-V/def2-TZVPD.

Last column: Löwdin charge in e.
Atoms and positions in Å:
C: -1.533 12.099 -3.795  -0.09
C: -3.402 3.549 -3.618  -0.09
H: -3.291 0.623 -5.348  0.10
H: -1.894 10.379 -2.548  0.08
C: -0.207 -2.100 0.130  -0.31
H: 2.313 -6.095 -4.733  -0.07
H: 3.404 1.739 0.538  0.10
C: 2.336 2.403 3.698  -0.10
H: -6.911 -3.888 1.273  0.10
C: 8.389 -7.986 5.040  -0.11
H: -3.893 -0.837 1.511  0.09
C: -5.431 -2.322 1.246  -0.09
C: -2.379 9.989 -4.611  -0.10
C: 0.154 -5.411 0.578  -0.19
H: 4.697 -6.224 -4.156  -0.07
C: -3.228 8.943 -0.208  -0.10
H: 3.725 3.380 2.372  0.10
H: 6.980 -6.129 2.564  0.06
C: -3.181 8.423 1.087  -0.09
H: 9.175 -7.934 5.789  0.10
C: -1.231 -0.887 -0.392  -0.04
C: -4.453 -1.646 1.974  -0.11
H: 3.675 -4.183 -4.718  -0.07
Si: 3.754 -6.188 -1.199  0.42
C: 0.226 -4.114 1.588  -0.22
C: -4.069 6.830 -1.025  -0.09
H: -3.857 1.269 -1.136  0.09
H: -5.635 -2.040 0.216  0.10
C: -5.882 -3.727 3.158  -0.09
C: 8.159 -6.902 4.193  -0.09
C: 1.421 -6.444 0.692  -0.26
H: -3.669 -0.279 -3.067  0.10
H: -0.136 -4.430 2.680  0.14
H: 5.986 -10.097 3.884  0.09
H: 3.553 -7.589 -1.544  -0.02
H: -3.697 8.547 -2.273  0.08
H: 7.789 -9.982 5.586  0.10
H: 6.791 -6.756 -1.437  -0.01
H: -1.321 -0.046 0.438  0.09
C: -3.285 2.679 -4.701  -0.09
H: 6.193 -4.406 -1.278  0.00
C: -2.421 10.506 -5.906  -0.10
H: -2.303 -1.372 -0.486  0.07
H: -3.119 3.074 -5.701  0.10
H: -0.024 -5.061 -0.548  0.13
C: -6.148 -3.362 1.839  -0.09
C: 7.609 -9.137 4.927  -0.11
H: -2.921 9.969 -0.393  0.09
C: 7.154 -6.971 3.229  -0.10
H: -3.437 -1.472 3.866  0.10
C: -4.194 -2.004 3.296  -0.11
H: 2.471 3.126 4.498  0.10
C: -1.580 12.619 -5.089  -0.10
C: -3.608 3.042 -2.335  -0.09
C: 1.460 1.331 3.867  -0.10
H: -2.766 9.885 -6.728  0.10
C: -4.907 -3.048 3.888  -0.10
H: 1.299 -3.661 1.729  0.12
C: 2.859 1.624 1.472  -0.09
P: 5.925 -5.760 -0.857  0.64
C: 6.372 -8.120 3.118  -0.10
H: -2.835 9.044 1.909  0.10
O: 3.028 -5.053 -2.362  -0.52
H: -4.343 5.290 0.457  0.09
C: -3.699 1.665 -2.137  -0.10
C: -4.028 6.313 0.270  -0.10
H: -0.899 -0.444 -1.435  0.10
C: 1.284 0.405 2.839  -0.10
C: -2.019 11.820 -6.144  -0.10
C: -3.580 7.108 1.324  -0.09
H: 3.643 -6.075 1.393  0.08
H: -1.186 12.720 -2.972  0.10
Si: 3.452 -5.473 -4.016  0.53
H: -1.273 13.644 -5.274  0.10
H: -4.702 -3.331 4.917  0.10
C: -1.932 10.784 -3.557  -0.09
H: 0.605 -0.433 2.973  0.09
H: 1.838 -0.164 0.836  0.08
H: 2.890 -4.568 0.546  0.09
H: 8.764 -6.004 4.284  0.10
H: -3.333 4.622 -3.774  0.09
C: 1.980 0.554 1.640  -0.09
C: 3.039 2.548 2.502  -0.10
H: -1.330 -2.659 1.873  0.11
H: -2.049 12.222 -7.154  0.10
H: -3.696 3.720 -1.490  0.08
H: -6.436 -4.541 3.619  0.10
H: 5.586 -8.173 2.368  0.09
C: -3.591 0.794 -3.221  -0.10
H: 1.380 -6.925 1.774  0.11
C: 2.900 -5.759 0.517  -0.30
O: 1.048 -2.125 -0.366  -0.08
N: -0.795 -3.110 1.090  -0.01
H: -0.808 -6.030 0.917  0.12
C: -3.667 8.144 -1.263  -0.09
C: -3.380 1.301 -4.504  -0.09
H: -3.542 6.703 2.333  0.10
H: 1.268 -7.343 -0.075  0.11
C: 6.597 -9.203 3.968  -0.11
H: -2.695 8.966 -4.424  0.09
O: 6.161 -5.796 0.736  -0.59
H: -4.414 6.210 -1.847  0.09
H: 0.914 1.217 4.800  0.10

Summary:
Energy relative to the best compared isomer or geometry (same formula, charge and spin) (eV): 4.617
Charge: 0
2S+1: 1

***

# 4
This record from the Open Molecules 2025 dataset describes a 10-piece molecular cluster, C42H55F7O7 overall. The level of theory is wB97M-V/def2-TZVPD.

Last column: Löwdin charge in e.
Atoms and positions in Å:
C: 3.600 4.699 0.890  -0.01
C: 2.217 1.850 5.809  -0.01
H: 6.931 -0.169 5.694  0.08
C: 0.693 -8.443 0.662  -0.53
H: -0.485 -6.887 0.233  0.10
H: -1.760 -0.506 2.488  0.10
H: -5.730 6.618 -1.095  0.10
C: -0.641 -7.832 0.754  -0.02
C: 3.726 6.192 1.186  -0.48
H: 3.331 4.005 -6.456  0.05
C: -4.496 -4.711 -2.657  -0.04
C: 3.766 2.088 7.632  -0.08
H: -3.105 -1.821 -5.565  0.07
C: 6.732 -1.068 6.278  -0.03
H: 2.893 1.927 9.641  0.10
C: 2.727 1.896 8.575  -0.12
C: -3.900 -2.497 -1.999  -0.07
C: -7.074 3.916 -2.758  -0.09
F: -6.070 0.629 1.667  0.08
C: -5.848 -4.322 -2.764  -0.25
H: 4.292 2.386 5.525  0.10
H: 0.379 1.979 -1.603  0.06
H: -2.734 -1.443 -7.188  0.07
H: -0.846 -7.730 1.820  0.09
C: -4.808 4.244 -3.335  -0.25
C: 3.531 2.058 6.218  -0.06
C: 2.061 -2.128 0.775  -0.55
H: 5.172 -3.603 4.606  0.09
C: -2.475 0.219 2.130  -0.04
H: 0.593 1.484 8.718  0.11
H: 0.573 -1.700 -0.692  0.11
C: -4.767 5.369 -2.499  -0.02
F: -6.791 -5.293 -3.050  0.01
H: -5.910 2.627 -4.115  0.12
H: 3.268 4.210 -3.941  0.05
C: 4.183 4.329 -4.523  -0.17
H: -1.843 -4.320 -7.449  0.07
H: -4.410 -5.787 -2.629  0.11
C: -7.041 4.976 -1.856  -0.09
H: 4.702 2.319 8.118  0.09
C: -5.855 5.747 -1.722  -0.07
H: -3.845 5.932 -2.503  0.11
C: -3.092 2.503 1.554  -0.07
H: -2.539 -4.310 -2.245  0.11
C: -5.222 -2.142 -2.093  -0.11
H: -7.236 -2.658 -2.401  0.11
C: -2.117 1.565 1.934  -0.08
O: 1.428 -8.629 1.637  0.03
H: -0.342 0.444 -1.074  0.04
F: 1.229 -2.998 1.347  0.11
H: 2.503 1.291 -1.362  0.11
H: 4.190 5.397 -4.740  0.02
O: 0.057 -2.245 -6.334  0.06
H: 5.124 -3.459 6.422  0.08
H: 0.674 -9.608 -1.012  0.08
H: -5.548 -1.157 -1.793  0.10
O: 3.715 6.597 2.338  0.02
C: -5.944 3.503 -3.484  -0.02
H: 1.624 0.785 0.046  0.08
H: 4.184 -2.409 5.435  0.08
C: 5.138 -2.935 5.466  -0.02
C: 6.494 -2.269 5.366  -0.51
C: -1.378 -4.132 -6.482  -0.03
F: 2.145 -1.009 1.509  0.11
C: -4.419 2.152 1.481  -0.06
H: -3.257 -1.683 -1.700  0.11
H: 3.120 7.642 -0.147  0.08
C: -2.259 -1.615 -6.222  -0.03
H: -7.961 3.334 -2.963  0.10
H: 4.786 7.933 0.426  0.08
O: 3.737 2.205 -5.629  -0.42
O: 7.335 -2.669 4.618  0.08
C: -4.787 0.900 1.675  -0.36
F: -3.615 3.786 -3.884  0.04
C: 1.778 0.558 -1.009  -0.29
C: 1.639 -1.928 -0.710  -0.44
C: 4.084 7.180 0.067  -0.02
H: 3.455 4.174 1.834  0.07
H: -5.129 2.902 1.166  0.12
H: 4.500 6.659 -0.795  0.08
O: 2.405 -0.726 -1.152  -0.12
H: -0.384 -4.542 -6.663  0.07
H: -1.653 -0.724 -6.056  0.09
H: 7.607 -1.175 6.919  0.07
H: 2.677 4.576 0.323  0.09
H: 5.140 4.134 -4.039  0.04
C: -1.119 -2.618 -6.243  -0.44
C: 1.496 1.650 8.149  -0.06
H: 0.529 0.415 -2.678  0.09
H: 5.025 3.596 -6.373  0.05
H: -1.056 1.769 1.913  0.10
H: 5.880 -0.943 6.947  0.06
H: -1.906 -4.560 -5.629  0.06
F: 0.002 1.241 6.273  0.04
H: -4.175 -1.085 2.244  0.11
H: -7.948 5.207 -1.317  0.09
F: 3.317 -2.693 0.916  0.07
C: 1.298 -8.793 -0.645  -0.03
C: 1.235 1.526 6.770  -0.24
C: -3.514 -3.848 -2.219  -0.05
H: 1.315 -7.932 -1.313  0.10
C: 0.425 0.894 -1.704  -0.08
H: -2.850 3.554 1.499  0.10
H: -1.268 -8.547 0.222  0.09
C: 4.085 3.534 -5.826  -0.61
H: 1.907 1.808 4.775  0.12
C: -6.226 -3.039 -2.432  -0.03
C: -3.869 -0.069 2.040  0.00
O: 1.827 -2.856 -1.764  -0.28
H: 2.322 -9.150 -0.527  0.09
H: 4.448 4.303 0.330  0.09

Summary:
E (eV): -77794.6202
Charge: -2
2S+1: 1